Here is a single C4H5NOS2 molecule in a non-equilibrium geometry from the OMol25 dataset. Energies are from the ωB97M-V functional and the def2-TZVPD basis.

Geometry as XYZ:
```
13
Properties=species:S:1:pos:R:3:mulliken_charge:R:1
C -1.22331 0.35602 -0.07916 -0.079
C -0.00629 0.01882 -0.89090 0.319
C 0.57456 -1.08160 -0.06070 -0.782
C 1.89828 -0.35729 0.01630 0.469
H -0.27355 1.64270 0.98815 0.133
H -1.83829 1.28968 1.76322 0.274
H -0.26247 0.11780 -2.07858 0.380
H -0.06759 -1.41879 0.83055 0.280
H 0.73812 -1.94429 -0.60868 0.326
N -1.14273 1.29395 0.91969 -0.317
O 2.94752 -0.73229 0.35279 -0.455
S -2.63959 -0.40188 -0.41043 -0.288
S 1.29533 1.21716 -0.74225 -0.259
```

* HOMO: -0.3155 hartree
* structure (SMILES): NC(=S)[C@@H]1CC(=O)S1
* Kohn-Sham gap: 8.90 eV

***

Here is a 6-piece molecular cluster, C29H52ClF9N2O18PS2 overall in a non-equilibrium geometry from the OMol25 dataset. Energies are from the ωB97M-V functional and the def2-TZVPD basis.

Geometry as XYZ:
```
114
Properties=species:S:1:pos:R:3:mulliken_charge:R:1
C -5.72230 2.39989 3.08509 -1.002
C -4.28852 2.20183 2.34332 0.054
O -4.46109 1.18499 1.32349 -0.362
C -3.35291 1.20024 0.37368 -0.227
C -3.31960 -0.23599 -0.36895 -0.288
O -2.01701 -0.86749 -0.35101 -0.414
C -1.04992 -0.11609 -1.13736 0.146
C -1.38611 -0.13106 -2.72569 -0.464
O -0.23367 0.11216 -3.56941 -0.249
C -0.27361 1.38068 -4.23311 -0.474
C 0.88748 2.32750 -3.65452 -0.015
N 1.01537 3.72531 -4.02217 0.091
C 2.08473 4.42765 -3.37127 -0.189
C 2.50135 5.96542 -3.48760 -0.509
C 2.27864 6.63871 -2.04797 -0.756
C 0.90560 7.50307 -1.93479 0.594
F 0.91696 8.46362 -2.96880 -0.254
F 1.09724 8.26441 -0.71564 -0.292
C -0.41190 6.65104 -1.71072 0.729
F -1.11846 7.21334 -0.59619 -0.246
F -0.01938 5.34139 -1.25405 -0.191
S -1.62219 6.45305 -3.10551 1.149
F -0.46275 6.35879 -4.29527 -0.300
F -1.54137 4.76742 -2.90656 -0.300
F -2.88501 6.41837 -1.97481 -0.328
F -1.89464 8.07543 -3.29752 -0.275
F -2.76514 6.17311 -4.28474 -0.281
N 2.69323 3.36944 -2.56547 0.353
P 4.11816 3.48067 -1.50966 0.162
S 5.78956 3.05613 -2.45657 -0.290
C 2.03024 2.06567 -2.65656 0.109
Cl 2.37526 0.50093 -1.82705 -0.052
H -5.59657 2.70835 4.18625 0.307
H -6.29077 3.20741 2.48909 0.269
H -6.25225 1.38996 3.01771 0.276
H -3.53049 1.82565 3.13037 0.049
H -3.91254 3.19752 1.90567 0.236
H -2.38631 1.40407 0.95459 0.339
H -3.59680 2.04016 -0.38404 0.167
H -4.02095 -0.91831 0.24960 0.368
H -3.79930 -0.15043 -1.40455 0.095
H -0.84859 0.93309 -0.72293 0.156
H -0.05376 -0.69564 -1.02832 -0.088
H -1.72460 -1.21705 -2.94576 0.286
H -2.29661 0.52564 -2.93089 0.229
H -0.07104 1.27279 -5.36943 0.358
H -1.25266 1.95931 -4.13614 0.282
H 0.33007 4.06851 -4.70749 0.380
H 3.64341 5.96859 -3.68487 0.368
H 2.03296 6.52064 -4.36477 0.342
H 2.41485 5.92272 -1.16401 0.272
H 3.11594 7.42958 -1.92581 0.383
H 3.97295 2.43804 -0.51716 0.117
H 4.15911 4.76399 -0.87672 0.174
C 0.04897 1.36566 7.59579 -0.695
O 0.02472 0.14279 6.86049 -0.279
C -0.87208 0.11765 5.85865 0.741
O -1.62056 1.01455 5.55358 -0.556
O -0.78806 -1.08032 5.25679 -0.259
C -1.68937 -1.25244 4.16388 -0.648
H 0.80643 1.27125 8.37476 0.226
H 0.32309 2.20042 6.94673 0.320
H -0.91638 1.54775 8.07300 0.298
H -1.48490 -0.52296 3.37671 0.261
H -2.72503 -1.17557 4.50253 0.315
H -1.53270 -2.25191 3.75695 0.253
C 0.90882 -6.50008 -0.26671 -0.652
O 1.90283 -5.51589 -0.55112 -0.194
C 1.57504 -4.67013 -1.54321 0.732
O 0.54895 -4.68499 -2.17851 -0.564
O 2.59185 -3.80090 -1.70683 -0.308
C 2.37921 -2.83782 -2.73384 -0.240
H 1.28087 -7.12351 0.54705 0.171
H -0.02056 -6.02665 0.05772 0.313
H 0.73553 -7.13584 -1.13778 0.308
H 1.50755 -2.21935 -2.50463 -0.137
H 2.26271 -3.32542 -3.70425 0.329
H 3.25842 -2.19301 -2.77615 0.259
C 2.79722 -1.60571 6.31890 -0.319
O 3.82747 -1.65725 5.33133 -0.366
C 3.53395 -2.42988 4.27337 0.791
O 2.51119 -3.05138 4.11126 -0.521
O 4.57479 -2.39007 3.42406 -0.357
C 4.39313 -3.17448 2.24626 -0.351
H 3.13870 -0.95587 7.12556 0.212
H 1.88324 -1.18240 5.89895 0.084
H 2.60911 -2.59898 6.73277 0.277
H 3.53698 -2.81506 1.67045 0.231
H 4.27168 -4.22988 2.50090 0.077
H 5.28888 -3.06987 1.63290 0.253
C -5.66055 2.50591 -5.04960 -0.664
O -5.62515 1.20393 -4.46772 -0.277
C -5.51648 0.20332 -5.36081 0.747
O -5.44958 0.32710 -6.55895 -0.536
O -5.49539 -0.95936 -4.68443 -0.274
C -5.38221 -2.11715 -5.51215 -0.656
H -5.74935 3.23089 -4.23947 0.231
H -4.73640 2.70942 -5.59613 0.275
H -6.52789 2.61205 -5.70463 0.323
H -4.44668 -2.09836 -6.07573 0.293
H -6.23804 -2.19421 -6.18615 0.308
H -5.37557 -2.99245 -4.86178 0.227
C 5.49892 -9.68194 2.37023 -0.657
O 4.64323 -8.54021 2.38332 -0.249
C 4.28665 -8.13290 3.61389 0.680
O 4.62411 -8.64157 4.65428 -0.547
O 3.48804 -7.05948 3.48194 -0.201
C 3.02859 -6.51533 4.71920 -0.674
H 5.72093 -9.92022 1.32939 0.214
H 6.43863 -9.46525 2.88313 0.291
H 5.00093 -10.54217 2.82303 0.296
H 3.87002 -6.17248 5.32580 0.304
H 2.43206 -7.24950 5.26549 0.406
H 2.39525 -5.65669 4.49252 0.134
```

* net charge: +1
* HOMO: -0.4227 hartree
* Kohn-Sham gap: 6.98 eV

***

Here is a single C5H11N molecule in a non-equilibrium geometry from the OMol25 dataset. Energies are from the ωB97M-V functional and the def2-TZVPD basis.

Geometry as XYZ:
```
17
Properties=species:S:1:pos:R:3:mulliken_charge:R:1
C -1.79054 0.26290 0.15377 -1.369
C -0.54179 0.45023 1.03897 0.311
C 0.61313 0.84026 0.08222 -0.523
C 1.10102 -0.44105 -0.71950 -0.213
C 1.24748 -0.55966 -2.12599 -0.915
N -0.29186 -0.80028 1.77442 -0.675
H -2.57210 0.02622 0.86167 0.367
H -1.92461 1.16140 -0.37328 0.426
H -1.59920 -0.56863 -0.45475 0.317
H -0.61575 1.43109 1.58343 0.280
H 1.50937 1.29198 0.50497 0.349
H 0.26270 1.70255 -0.57912 0.310
H 1.48223 -1.36619 -0.25229 0.275
H 1.62003 -1.47312 -2.54063 0.283
H 0.95945 0.22912 -2.79650 0.278
H 0.26255 -1.41630 1.21544 0.222
H 0.27791 -0.77052 2.62718 0.275
```

* HOMO: -0.3380 hartree
* structure (SMILES): C=CC[C@@H](C)N
* Kohn-Sham gap: 10.36 eV

***

Here is a single C6H15N3OSi molecule in a non-equilibrium geometry from the OMol25 dataset. Energies are from the ωB97M-V functional and the def2-TZVPD basis.

Geometry as XYZ:
```
26
Properties=species:S:1:pos:R:3:mulliken_charge:R:1
C -0.14805 0.09485 -2.84526 -0.503
C 0.13208 1.54456 -2.21338 -0.671
C -0.25923 -2.22617 1.38485 -0.723
C -1.41890 -1.93542 2.34448 0.198
C 0.47015 2.56035 -0.02336 -0.987
C 1.25663 -0.48577 1.93828 -0.977
N -0.32102 -0.78049 -1.73038 -0.202
N 0.31055 1.37388 -0.82470 0.119
N 0.29392 -0.99685 0.97583 0.338
O -2.52004 -2.42862 2.29252 -0.491
Si -0.55522 -0.02585 -0.15971 -0.210
H -1.02063 -0.03177 -3.51316 0.286
H 0.68229 -0.22322 -3.55352 0.234
H 1.00773 2.01663 -2.61508 0.365
H -0.73500 2.24704 -2.35305 0.321
H 0.44698 -2.87754 1.90795 0.427
H -0.57184 -2.67131 0.37508 0.203
H -1.96786 0.13995 0.20626 -0.116
H -0.96652 -1.25536 3.06430 0.288
H 1.50709 3.04271 0.00429 0.278
H -0.10271 3.52913 -0.33576 0.284
H 0.25050 2.32352 0.96996 0.363
H 1.64872 0.45391 1.81107 0.432
H 0.96996 -0.58248 3.05495 0.243
H 2.28057 -1.10797 1.85720 0.276
H -0.67016 -1.69772 -2.01966 0.226
```

* HOMO: -0.3019 hartree
* structure (SMILES): CN(CC=O)[Si@@H]1NCCN1C
* Kohn-Sham gap: 9.01 eV

***

Number 1: lowest unoccupied orbital energy 0.32 eV. Number 2: lowest unoccupied orbital energy -4.52 eV. Number 3: lowest unoccupied orbital energy 1.16 eV. Number 4: lowest unoccupied orbital energy 0.79 eV.